{"formula": "C9H18N2O6S", "method": "the ωB97M-V functional and the def2-TZVPD basis", "species": ["N", "C", "C", "C", "O", "O", "C", "O", "O", "H", "H", "H", "H", "H", "H", "H", "C", "S", "C", "C", "C", "N", "C", "O", "O", "H", "H", "H", "H", "H", "H", "H", "H", "H", "H", "H"], "xyz": [[-1.69697, -0.68693, 1.01235], [-3.03204, -0.40509, 0.51797], [-3.18777, 1.08254, 0.19512], [-4.62119, 1.54820, 0.28506], [-5.47362, 1.05684, 0.98502], [-4.84385, 2.63349, -0.47818], [-3.41171, -1.28467, -0.67064], [-2.80154, -2.26759, -1.01756], [-4.52116, -0.85836, -1.30267], [-1.63742, -1.67702, 1.23875], [-1.02712, -0.55221, 0.25770], [-3.75240, -0.63238, 1.31215], [-2.61786, 1.64072, 0.94785], [-2.77692, 1.34540, -0.78593], [-5.77005, 2.88361, -0.32503], [-4.68933, -1.49192, -2.01932], [6.52434, 0.89700, -0.27851], [4.99418, 1.81382, -0.55789], [3.79026, 0.46043, -0.52087], [3.56817, -0.14642, 0.86256], [2.55411, -1.31471, 0.87994], [2.88116, -2.46958, 0.05808], [1.18146, -0.77140, 0.52809], [0.46065, -0.18320, 1.29627], [0.86602, -0.94351, -0.77260], [7.34816, 1.60995, -0.36593], [6.66226, 0.11752, -1.03442], [6.56305, 0.45119, 0.72003], [2.86089, 0.89360, -0.90633], [4.10219, -0.30767, -1.23952], [3.22783, 0.63164, 1.55622], [4.51768, -0.53166, 1.25693], [2.46560, -1.65064, 1.91893], [3.83142, -2.77274, 0.24938], [2.81973, -2.24030, -0.92889], [-0.00964, -0.53923, -0.89388]], "atomic_forces_ev_per_a": [[-2.0, -0.4, -0.7], [-0.2, -0.2, 0.0], [0.1, 0.0, 0.0], [-0.2, -0.2, 0.3], [0.4, 0.2, -0.3], [-0.2, 0.0, 0.0], [0.1, -0.2, 0.1], [-0.2, 0.4, 0.0], [0.0, -0.1, -0.1], [0.0, 0.1, 0.0], [-1.1, 0.1, 0.8], [0.0, 0.0, -0.1], [-0.1, -0.1, -0.1], [-0.1, 0.0, 0.1], [0.1, 0.0, 0.0], [0.0, 0.1, 0.0], [0.1, -0.1, 0.1], [0.0, -0.1, 0.0], [0.0, -0.1, 0.0], [0.0, 0.1, 0.0], [-0.1, -0.1, 0.2], [0.2, 0.0, -0.1], [0.4, 0.3, 0.7], [2.7, 0.3, -0.1], [-0.1, 0.1, -0.2], [-0.1, -0.1, 0.0], [-0.1, 0.1, 0.1], [0.0, 0.1, -0.2], [0.1, 0.0, 0.1], [0.0, 0.1, 0.1], [0.0, -0.1, -0.1], [-0.1, 0.0, -0.1], [0.0, 0.1, -0.1], [-0.1, 0.0, 0.0], [0.0, -0.1, 0.1], [0.4, -0.1, -0.5]], "e_lumo_ev": 0.41, "smiles": "N[C@@H](CC(=O)O)C(=O)O.CSCC[C@H](N)C(=O)O", "e_above_lowest_kj_mol": 99.7, "e_homo_ev": -8.7, "gap_ev": 9.116, "multiplicity": 1}